# C27H48Br18N3O3PS

A molecular structure, C27H48Br18N3O3PS (wB97M-V/def2-TZVPD, OMol25).

Structure (XYZ):
```
101
Properties=species:S:1:pos:R:3:forces:R:3:mulliken_charge:R:1
C 3.859 -3.210 3.048 -1.202 -0.062 -0.109 -0.64
C 3.281 -4.682 2.880 1.266 0.378 0.913 -0.33
O 1.860 -4.740 2.731 0.941 0.120 -0.815 -0.34
C 1.390 -3.978 1.607 -1.203 1.234 0.550 -0.36
C 0.696 -2.674 2.205 -0.213 0.321 0.053 0.51
C 1.236 -1.344 1.685 -2.609 1.708 2.322 -0.36
C 0.678 -0.105 2.222 0.226 -3.281 0.005 -0.81
C -0.403 -0.222 3.282 0.474 0.665 0.002 -0.22
N -0.968 0.913 3.889 -0.090 -4.395 0.132 -0.65
S -2.101 0.250 4.918 0.897 -0.665 -0.622 0.22
N -1.938 -1.407 4.717 1.914 1.685 -1.777 -0.50
C -0.950 -1.549 3.768 0.919 1.021 -0.748 0.47
C -0.349 -2.817 3.188 0.687 2.084 -0.282 0.60
P -1.009 -4.417 3.843 -0.633 -2.041 -0.799 0.93
N -0.814 -5.648 2.901 -0.234 0.854 0.467 -0.67
O -2.671 -4.218 4.067 2.882 0.582 1.453 -0.48
O -0.242 -4.649 5.327 -0.848 1.033 -1.732 -0.59
H 3.067 -2.622 3.607 0.944 -0.504 -0.628 0.17
H 4.786 -3.171 3.675 -0.654 -0.194 -0.841 0.40
H 3.997 -2.739 2.029 0.109 -0.312 1.257 0.09
H 3.841 -5.201 2.044 -0.809 0.383 0.684 0.20
H 3.519 -5.225 3.841 -0.424 0.329 -1.098 0.35
H 0.565 -4.518 1.053 1.144 0.163 0.688 0.25
H 2.226 -3.671 0.923 -0.880 -0.454 0.681 -0.16
H 2.046 -1.284 0.903 -1.252 -0.188 1.433 0.03
H 1.051 0.883 1.856 -0.562 -0.985 0.584 0.60
H -1.704 -6.081 2.649 0.387 0.145 0.089 0.23
H -2.767 -3.732 4.914 -0.423 0.011 -0.509 0.32
H 0.713 -4.723 5.112 -0.583 -0.028 0.077 0.41
Br 6.747 -2.273 -0.386 -0.094 -0.064 0.050 -0.13
C 5.565 -3.413 -1.434 0.308 0.072 -0.072 -0.59
C 4.528 -2.600 -2.167 -0.239 -0.133 0.005 -0.71
Br 3.114 -2.006 -0.966 0.536 -0.129 -0.642 0.15
H 5.133 -4.139 -0.748 -0.046 0.102 -0.085 0.29
H 6.217 -3.928 -2.139 -0.084 0.043 0.003 0.40
H 4.025 -3.209 -2.919 0.057 -0.010 0.069 0.40
H 4.936 -1.710 -2.641 0.052 -0.097 0.102 0.39
Br 0.598 0.412 -1.806 -0.007 0.000 -0.088 0.05
C 0.787 0.806 -3.705 0.028 -0.277 0.085 -0.34
C 2.061 1.561 -3.981 -0.036 0.275 -0.190 -0.56
Br 1.900 3.432 -3.467 0.054 -0.098 0.027 -0.12
H -0.108 1.347 -4.008 0.116 0.008 -0.009 0.10
H 0.801 -0.166 -4.197 0.019 0.067 0.015 0.34
H 2.273 1.576 -5.050 -0.080 -0.051 0.052 0.42
H 2.922 1.159 -3.449 -0.139 -0.005 0.026 0.24
Br -2.031 1.419 1.306 -0.200 0.351 -0.752 -0.03
C -2.093 2.262 -0.449 -0.244 0.183 0.291 0.12
C -3.438 2.092 -1.103 0.001 0.093 -0.296 -0.57
Br -3.650 0.290 -1.814 -0.063 -0.022 0.025 -0.17
H -1.281 1.836 -1.030 -0.191 0.076 0.028 -0.46
H -1.888 3.316 -0.263 -0.087 -0.039 -0.048 0.36
H -3.529 2.752 -1.967 0.055 -0.040 0.038 0.30
H -4.274 2.268 -0.429 0.125 -0.056 -0.001 0.41
Br 3.962 6.529 -2.459 0.011 0.022 0.112 -0.13
C 5.375 6.092 -1.190 -0.012 0.120 -0.270 -0.35
C 5.780 4.644 -1.297 0.036 -0.135 0.250 -0.66
Br 4.472 3.478 -0.445 0.035 -0.007 -0.055 -0.11
H 5.009 6.364 -0.202 0.030 -0.083 -0.086 0.10
H 6.207 6.743 -1.457 -0.015 -0.085 0.046 0.36
H 6.711 4.466 -0.760 -0.043 0.083 -0.034 0.35
H 5.888 4.303 -2.325 -0.061 0.108 0.070 0.42
Br -2.516 3.255 -5.309 0.099 0.000 0.007 -0.20
C -3.825 2.189 -6.283 0.039 0.114 0.313 -0.59
C -3.692 0.725 -5.954 -0.094 -0.127 -0.154 0.15
Br -2.165 -0.070 -6.869 0.018 0.000 0.058 -0.14
H -3.690 2.407 -7.338 0.056 -0.065 0.143 0.38
H -4.795 2.567 -5.961 0.043 -0.099 -0.030 0.38
H -4.559 0.171 -6.315 0.007 0.094 0.020 -0.03
H -3.560 0.534 -4.891 -0.001 0.088 -0.082 0.03
Br -2.107 1.779 9.335 -0.017 0.003 -0.121 -0.12
C -3.652 2.550 8.434 0.136 0.096 0.265 -0.56
C -4.877 1.691 8.613 -0.160 -0.033 -0.251 -0.56
Br -4.816 0.123 7.459 -0.039 -0.032 0.124 -0.13
H -3.374 2.689 7.391 -0.092 -0.074 0.075 0.31
H -3.796 3.525 8.900 -0.054 -0.075 -0.028 0.35
H -5.773 2.233 8.309 0.093 0.015 0.011 0.34
H -5.004 1.331 9.631 0.105 0.066 -0.081 0.37
Br -2.445 -3.632 0.617 -0.074 0.132 -0.310 -0.01
C -3.757 -4.688 -0.360 -0.017 0.255 0.246 -0.67
C -3.622 -6.156 -0.046 -0.019 -0.177 -0.250 -0.53
Br -2.099 -6.941 -0.972 -0.004 0.020 0.103 -0.13
H -3.625 -4.461 -1.416 -0.001 -0.129 0.080 0.37
H -4.726 -4.313 -0.030 0.037 -0.092 -0.009 0.34
H -4.490 -6.707 -0.408 0.032 0.077 0.019 0.38
H -3.486 -6.356 1.015 -0.005 0.117 -0.086 0.27
Br 3.642 6.999 3.272 0.070 -0.054 -0.110 -0.11
C 5.484 6.370 3.287 -0.219 0.019 0.227 -0.55
C 6.457 7.522 3.309 0.231 -0.077 -0.150 -0.54
Br 6.612 8.352 1.553 -0.017 0.071 0.089 -0.14
H 5.605 5.722 2.420 0.043 0.092 0.059 0.25
H 5.574 5.775 4.195 0.057 0.063 -0.052 0.37
H 7.461 7.171 3.546 -0.085 -0.027 -0.009 0.35
H 6.178 8.308 4.007 -0.062 -0.113 -0.070 0.37
Br -7.350 -0.852 -7.253 -0.042 0.077 -0.043 -0.14
C -7.140 -0.432 -9.143 0.023 -0.261 0.125 -0.58
C -5.861 0.323 -9.398 -0.001 0.195 -0.185 -0.52
Br -6.022 2.190 -8.861 -0.112 -0.082 -0.104 -0.13
H -8.030 0.115 -9.448 0.136 0.019 0.023 0.38
H -7.122 -1.398 -9.649 0.059 0.081 0.006 0.35
H -5.638 0.352 -10.464 -0.051 -0.036 0.065 0.38
H -5.006 -0.088 -8.863 -0.109 -0.021 -0.026 0.29
```
Positions in Å, forces in eV/Å.

* LUMO energy: -0.804 eV
* net charge: 0
* molecular weight: 1964.01 g/mol
* HOMO-LUMO gap: 7.31 eV
* HOMO energy: -8.12 eV